# 1
C6H6 | ωB97M-V/def2-TZVPD

Each line ends with the Löwdin charge.
Element x y z (Å)
C: -2.322541 -1.161519 0.384369  0.133
C: -1.793122 -0.153096 -0.031284  -0.102
C: -0.880268 0.964152 -0.326252  -0.232
C: 0.452418 1.029246 0.405382  -0.119
C: 1.336132 0.013653 0.293640  -0.081
C: 2.193254 -0.904518 -0.210226  -0.008
H: -2.921183 -1.905893 0.610612  -0.030
H: -0.557570 0.889919 -1.357413  0.110
H: -1.243154 1.967456 -0.263831  0.095
H: 0.536211 1.870740 1.123395  0.105
H: 2.094676 -2.015089 0.092700  0.080
H: 3.105142 -0.595056 -0.721087  0.048

Cartesian forces, eV/Å:
C 2.5 4.5 -1.8
C 0.4 -0.5 1.2
C 1.1 -0.1 -1.2
C 1.2 -2.0 1.3
C 0.3 0.6 -1.6
C -1.6 -0.2 2.2
H -2.3 -3.3 1.1
H -0.3 -0.2 -0.6
H -1.2 0.4 0.2
H 0.2 -1.0 -0.2
H 0.3 2.0 -0.3
H -0.5 -0.1 -0.4

Results
multiplicity	1
HOMO-LUMO gap	10.1	eV
electronic energy	-232.05389	Eh
LUMO level	0.036	hartree
relative energy (zero: lowest compared OMol25 entry of this formula, charge and spin)	452.73	kJ/mol
max |F|	5.42	eV Å⁻¹
structure (SMILES)	C#CCC=C=C

***

# 2
C3H10NOS2 | ωB97M-V/def2-TZVPD

Each line ends with the Löwdin charge.
Element x y z (Å)
N: 0.667943 -0.433708 1.038331  0.231
C: -0.417962 -0.072858 0.139544  -0.373
C: -1.055716 -1.358321 -0.363653  -0.192
O: -1.220833 -2.165599 0.790964  -0.050
C: 0.082608 0.831057 -0.987911  -0.492
S: -0.097415 2.605664 -0.601026  0.466
S: 1.511360 3.091365 0.498891  0.332
H: 0.836863 0.234858 1.790528  0.170
H: 1.529516 -0.606948 0.520567  0.179
H: 0.399917 -1.314681 1.510514  0.166
H: -1.208065 0.473630 0.647816  0.149
H: -0.452192 -1.886320 -1.114013  0.144
H: -2.014632 -1.117358 -0.805022  0.140
H: -1.592193 -3.021171 0.543728  0.122
H: 1.120886 0.642615 -1.272144  0.088
H: -0.501615 0.685140 -1.884558  0.084
H: 2.411532 3.412635 -0.452564  -0.163

Cartesian forces, eV/Å:
N 0.5 -0.7 1.4
C -1.0 0.4 -1.8
C 0.2 -0.5 0.0
O 0.0 -0.1 0.0
C 0.3 0.4 0.4
S -0.5 0.0 -0.6
S 0.6 0.0 0.6
H 0.2 0.3 -0.3
H 0.1 0.1 0.1
H -0.1 -0.1 -0.1
H 0.3 -0.1 0.6
H 0.1 0.2 0.0
H -0.2 0.2 -0.2
H 0.0 0.1 0.1
H 0.0 -0.1 0.1
H -0.4 -0.1 -0.2
H -0.2 -0.1 -0.1

Results
multiplicity	1
HOMO-LUMO gap	9.8	eV
electronic energy	-1046.42595	Eh
LUMO level	-0.121	hartree
net charge	+1
relative energy (zero: lowest compared OMol25 entry of this formula, charge and spin)	0.00	kJ/mol
max |F|	2.11	eV Å⁻¹
structure (SMILES)	[NH3+][C@H](CO)CSS

***

# 3
C2H10N4S2 | ωB97M-V/def2-TZVPD

Each line ends with the Löwdin charge.
Element x y z (Å)
C: -0.520457 0.718102 0.182713  -0.239
C: 1.554904 0.042725 -1.003679  -0.221
N: 0.653534 -0.001476 0.187574  -0.082
N: -1.577224 -1.305627 0.579718  0.012
N: -1.741939 -0.177137 -0.173802  -0.439
N: 2.956978 0.221369 -0.634566  -0.370
S: -3.452930 0.733716 -0.028091  0.844
S: 3.642213 0.048775 0.695562  1.144
H: -0.681018 1.134606 1.281488  0.179
H: -0.549434 1.465451 -0.647199  0.140
H: 1.834527 -0.938306 -1.559237  0.176
H: 0.632870 -0.930721 0.659031  0.142
H: -2.128108 -2.119598 0.275213  0.142
H: -1.730523 -1.114325 1.610814  0.157
H: -1.665390 -0.387687 -1.263284  0.211
H: 0.968245 0.806608 -1.797787  0.214
H: -3.171419 1.190784 1.272665  -0.077
H: 4.975168 0.612733 0.362874  0.065

Cartesian forces, eV/Å:
C -1.3 1.6 1.1
C -1.2 -0.3 0.0
N 2.7 -1.9 -1.4
N -0.5 -2.0 1.9
N -1.1 1.3 -2.1
N -1.0 1.9 -1.6
S 1.8 -0.2 0.9
S 1.6 0.9 0.4
H -0.3 -0.6 -2.5
H 0.2 0.0 1.2
H -1.3 0.9 0.4
H -0.2 1.2 -0.4
H 0.1 0.7 0.2
H 0.0 -0.2 -1.7
H -0.3 0.2 2.8
H 2.8 -1.7 1.8
H -0.2 -0.5 -1.3
H -1.7 -1.1 0.3

Results
multiplicity	1
HOMO-LUMO gap	7.2	eV
electronic energy	-1096.75448	Eh
LUMO level	-0.380	hartree
net charge	+2
relative energy (zero: lowest compared OMol25 entry of this formula, charge and spin)	757.18	kJ/mol
max |F|	3.74	eV Å⁻¹

***

# 4
C9H30N6O15 | ωB97M-V/def2-TZVPD

Each line ends with the Löwdin charge.
Element x y z (Å)
C: -1.987587 4.701045 -0.442330  0.043
N: -1.375987 3.561935 0.312580  -0.380
O: -0.230887 3.661075 0.769920  0.045
O: -2.057857 2.515485 0.449910  0.037
H: -1.240407 5.358885 -0.886240  0.100
H: -2.613527 5.169455 0.317200  0.106
H: -2.622087 4.292705 -1.228950  0.092
C: -2.702997 -3.250675 2.170120  0.054
N: -2.820567 -1.787305 1.810890  -0.414
O: -2.543197 -1.506455 0.662650  0.041
O: -3.415607 -1.035985 2.596880  0.054
H: -2.618247 -3.322715 3.254420  0.097
H: -1.828257 -3.680745 1.682310  0.083
H: -3.570707 -3.747445 1.736060  0.106
C: -2.583787 -2.478175 -2.764330  0.035
N: -1.670397 -2.877285 -3.862990  -0.400
O: -1.617277 -4.099825 -4.096750  0.026
O: -0.930427 -2.025855 -4.347940  0.069
H: -2.459057 -3.237975 -1.992800  0.073
H: -3.637027 -2.430265 -3.040910  0.106
H: -2.318167 -1.534125 -2.288600  0.085
C: 0.131983 -5.113815 -1.851350  0.063
N: -1.026077 -5.921965 -1.270750  -0.391
O: -1.863417 -5.304635 -0.584610  0.002
O: -1.165707 -7.134165 -1.476060  0.055
H: -0.083597 -4.060035 -1.674840  0.061
H: 0.078773 -5.371565 -2.909100  0.089
H: 1.022793 -5.462555 -1.328910  0.105
C: 3.683003 -0.103255 2.333600  0.013
N: 4.588353 0.869185 2.992400  -0.421
O: 5.648593 1.135815 2.414160  0.040
O: 4.161353 1.383495 4.029460  0.054
H: 4.172243 -0.757335 1.611850  0.101
H: 2.910623 0.505305 1.863300  0.067
H: 3.252523 -0.620245 3.191210  0.101
C: 0.124393 0.247955 -0.279050  0.037
N: 0.833213 -1.022665 -0.255520  -0.402
O: 1.456183 -1.298235 0.781770  0.043
O: 0.732373 -1.764335 -1.234000  0.049
H: -0.455997 0.262495 0.643470  0.083
H: -0.525557 0.141315 -1.147550  0.098
H: 0.842333 1.060505 -0.390420  0.089
C: -0.374567 1.761855 3.562650  -0.161
O: -1.127607 2.671305 4.372470  -0.112
H: -0.863507 1.488265 2.627670  0.042
H: 0.550573 2.227485 3.222940  0.074
H: -0.169877 0.855285 4.132160  0.078
H: -2.022327 2.331185 4.299120  0.068
C: 0.712173 3.160515 -2.932800  -0.165
O: -0.605627 2.841105 -2.636500  -0.114
H: 1.298833 3.094825 -2.016500  0.059
H: 1.165843 2.585935 -3.740350  0.085
H: 0.787243 4.186225 -3.293900  0.083
H: -1.174187 3.372155 -3.198920  0.083
C: 3.650883 2.416545 -0.276550  -0.150
O: 2.851003 2.685245 0.864480  -0.133
H: 3.690823 3.283655 -0.935810  0.078
H: 4.650033 2.041405 -0.055020  0.081
H: 3.066273 1.705395 -0.860150  0.058
H: 2.239683 3.374595 0.594880  0.053

Cartesian forces, eV/Å:
C -0.3 -0.3 0.2
N 0.6 -2.7 0.5
O -1.6 0.4 -0.9
O 1.1 2.6 -0.4
H 0.1 -0.2 0.5
H 0.1 0.4 -0.2
H 0.1 -0.2 0.3
C 0.7 0.2 0.2
N -2.1 0.0 0.4
O 0.5 0.4 0.1
O 1.4 -1.1 -0.9
H -0.3 -0.1 -0.2
H 0.0 0.3 0.0
H -0.1 0.2 0.3
C -0.3 0.1 1.2
N 1.1 -0.6 0.0
O -0.2 2.0 -0.1
O -1.1 -1.1 0.2
H -0.2 -0.1 -0.2
H 0.3 -0.2 -0.5
H 0.3 0.0 -0.6
C -1.0 -0.9 0.1
N -2.1 -0.8 1.1
O 1.4 -0.2 -0.9
O 1.2 2.1 -0.2
H 0.1 -0.3 0.1
H 0.5 0.1 0.1
H 0.0 0.1 -0.3
C -0.5 0.0 0.7
N 0.6 0.9 -0.2
O -1.2 -0.1 1.1
O 1.0 -0.6 -1.4
H 0.2 0.3 0.3
H 0.1 -0.1 0.0
H -0.2 -0.3 -0.4
C -0.9 -0.1 -0.5
N 1.1 -1.7 0.7
O -0.7 0.2 -1.6
O 0.3 0.6 1.1
H 0.2 0.5 -0.1
H 0.0 0.6 0.2
H -0.1 -0.1 0.3
C 0.3 0.0 -0.1
O 0.0 -0.3 -0.7
H -0.5 0.0 0.1
H 0.1 0.1 0.5
H 0.2 -0.1 0.0
H -0.2 0.3 0.3
C 1.1 1.0 -0.3
O -1.1 -0.3 0.2
H 0.1 -0.2 -0.1
H -0.1 -0.6 0.2
H 0.1 0.3 0.2
H -0.1 -0.2 -0.1
C -1.0 -0.1 -0.8
O 0.5 0.2 0.4
H 0.5 0.3 0.1
H -0.2 0.1 0.3
H 0.5 -0.6 -0.3
H -0.2 0.0 0.4

Results
multiplicity	1
HOMO-LUMO gap	9.6	eV
electronic energy	-1817.39161	Eh
LUMO level	-0.018	hartree
relative energy (zero: lowest compared OMol25 entry of this formula, charge and spin)	46.22	kJ/mol
max |F|	2.86	eV Å⁻¹
structure (SMILES)	C[N+](=O)[O-].C[N+](=O)[O-].C[N+](=O)[O-].C[N+](=O)[O-].C[N+](=O)[O-].C[N+](=O)[O-].CO.CO.CO

***

# 5
C23H41BN9Rh | ωB97M-V/def2-TZVPD

Each line ends with the Löwdin charge.
Element x y z (Å)
Rh: -0.060948 -0.574519 -0.132516  1.236
C: 2.943452 -0.108819 -1.647516  -0.079
C: 3.475652 -1.534219 -1.609816  -0.357
C: 3.525452 -2.148419 -3.018416  -0.038
C: 2.701452 -2.426019 -0.704416  -0.235
C: 3.125552 -3.701619 -0.291316  0.037
C: 2.139552 -4.150819 0.557984  -0.010
N: 1.187252 -3.212019 0.637184  -0.026
N: 1.517752 -2.161419 -0.134016  0.049
B: -0.057948 -3.302619 1.532484  -0.510
N: -0.030948 -2.117719 2.503184  -0.019
C: -0.017748 -2.209319 3.837384  -0.005
C: 0.015352 -0.937519 4.363184  0.039
C: 0.026952 -0.081919 3.246884  -0.245
N: -0.007548 -0.824719 2.137884  0.077
C: 0.059252 1.404681 3.283384  -0.382
C: -1.232448 1.922581 3.928784  -0.040
C: 1.287652 1.891681 4.058584  -0.040
N: -1.326048 -3.207319 0.678184  -0.026
C: -2.306748 -4.120219 0.649084  -0.009
C: -3.283548 -3.682819 -0.215316  0.038
C: -2.821848 -2.442519 -0.691916  -0.235
N: -1.627748 -2.186619 -0.139316  0.056
C: -3.575348 -1.558319 -1.618116  -0.360
C: -4.862548 -1.068119 -0.937616  -0.037
C: -2.714848 -0.410219 -2.119716  -0.094
H: 3.678752 0.540681 -2.113316  0.092
H: 2.739452 0.266681 -0.639116  0.074
H: 2.029652 -0.087919 -2.240216  0.038
H: 4.506352 -1.520919 -1.235816  0.156
H: 2.524952 -2.264419 -3.427916  0.088
H: 4.000852 -3.123719 -2.993116  0.085
H: 4.100852 -1.509019 -3.681116  0.089
H: 4.029952 -4.203719 -0.566916  0.126
H: 2.057752 -5.070319 1.097484  0.138
H: -0.052748 -4.319219 2.120784  0.131
H: -0.031948 -3.151419 4.342284  0.140
H: 0.026452 -0.649119 5.393284  0.125
H: 0.128952 1.763381 2.251984  0.072
H: -1.295348 1.591581 4.961284  0.090
H: -2.106848 1.548981 3.399784  0.086
H: -1.252548 3.008781 3.927084  0.083
H: 1.255652 1.539981 5.084884  0.088
H: 1.315652 2.977481 4.078884  0.086
H: 2.202952 1.525281 3.599884  0.089
H: -2.258048 -5.016519 1.229984  0.138
H: -4.197948 -4.166519 -0.484516  0.126
H: -3.880148 -2.164519 -2.482116  0.158
H: -4.632648 -0.485619 -0.048916  0.089
H: -5.485348 -1.908419 -0.645416  0.084
H: -5.433548 -0.451119 -1.625316  0.089
H: -2.344748 0.185381 -1.272216  0.046
H: -3.296248 0.238781 -2.768816  0.096
H: -1.876948 -0.816919 -2.687416  0.073
C: 1.535352 3.259481 -2.934516  -0.012
N: 0.432852 2.497781 -2.385216  -0.132
C: 0.040852 1.316581 -3.111516  -0.042
C: 0.062052 2.648581 -1.087416  -0.406
N: -0.287448 1.623681 -0.346216  0.050
N: 0.048852 3.922581 -0.594216  -0.151
C: 0.269952 4.191781 0.806484  -0.033
C: -0.459348 5.039981 -1.356716  -0.028
H: 2.462752 2.679781 -2.860216  0.095
H: 1.681652 4.190081 -2.398316  0.088
H: 1.349052 3.480281 -3.984316  0.110
H: 0.705752 1.170581 -3.959816  0.112
H: -0.979448 1.426881 -3.480916  0.103
H: 0.077252 0.428281 -2.453416  0.027
H: -0.700348 1.925181 0.533984  0.046
H: 1.020552 3.510581 1.205984  0.093
H: -0.643548 4.131081 1.407184  0.102
H: 0.654952 5.206481 0.899684  0.109
H: -0.788448 4.724881 -2.342216  0.102
H: 0.295252 5.819881 -1.458916  0.103
H: -1.310748 5.476881 -0.828916  0.108

Cartesian forces, eV/Å:
Rh 0.2 -1.9 1.7
C 0.0 -0.3 0.2
C 0.1 0.1 -0.3
C 0.1 0.1 0.2
C 0.6 -0.2 -0.1
C -0.6 0.5 0.1
C 0.2 0.4 -0.4
N -0.2 -0.8 0.3
N -2.0 1.0 0.5
B 0.1 0.7 -0.5
N -0.1 -0.7 0.0
C 0.0 0.7 0.0
C 0.0 0.2 -0.8
C 0.0 0.3 0.5
N -0.1 0.0 -2.3
C -0.1 0.2 0.1
C 0.1 0.0 -0.3
C -0.1 -0.1 -0.3
N 0.2 -0.7 0.4
C -0.2 0.4 -0.4
C 0.6 0.6 0.0
C -0.6 -0.3 -0.3
N 1.9 1.1 0.4
C -0.2 0.3 -0.2
C 0.2 -0.1 -0.1
C -0.1 -0.2 0.2
H 0.0 0.2 -0.1
H 0.0 0.1 0.0
H 0.0 0.1 -0.1
H -0.2 0.0 0.1
H -0.1 0.0 -0.1
H 0.0 -0.1 -0.1
H 0.1 0.1 -0.1
H 0.2 0.0 -0.1
H -0.1 -0.2 0.2
H 0.0 -0.3 0.2
H 0.0 -0.4 0.0
H 0.0 0.1 0.2
H 0.0 0.0 0.1
H 0.0 0.0 0.1
H -0.1 0.0 0.0
H 0.0 0.1 0.0
H 0.0 0.0 0.1
H 0.0 0.1 0.0
H 0.1 0.0 0.0
H 0.2 -0.2 0.2
H -0.2 -0.1 -0.1
H 0.1 0.0 0.1
H 0.0 0.1 0.1
H -0.1 0.0 0.1
H -0.1 0.1 -0.1
H -0.1 0.0 -0.2
H 0.1 0.1 -0.1
H 0.1 0.1 -0.1
C 0.5 0.3 -0.3
N -0.3 -0.1 0.9
C -0.3 -0.2 0.1
C 0.2 1.6 -1.1
N -0.2 -2.2 1.8
N 0.1 -1.2 -0.2
C 0.1 -0.1 0.4
C -0.1 0.5 -0.4
H -0.1 0.0 -0.1
H 0.0 0.0 0.0
H 0.0 0.1 0.0
H 0.0 -0.1 0.1
H 0.0 -0.2 0.0
H 0.0 0.1 -0.4
H 0.1 0.2 -0.3
H 0.0 0.0 0.0
H 0.0 0.0 0.0
H 0.0 0.0 0.0
H 0.0 0.0 0.0
H 0.1 0.0 -0.1
H 0.0 -0.1 0.0

Results
multiplicity	1
HOMO-LUMO gap (spin up / spin down)	5.4 / 5.4	eV
electronic energy	-1528.67170	Eh
LUMO level (spin up / spin down)	-0.338 / -0.338	hartree
net charge	+2
max |F|	2.87	eV Å⁻¹

***

# 6
C2H2N2O | ωB97M-V/def2-TZVPD

Each line ends with the Löwdin charge.
Element x y z (Å)
C: 0.607808 0.931593 -0.002797  -0.196
C: -0.804990 0.780164 0.027833  -0.163
N: -1.183985 -0.489931 -0.094592  0.144
O: 0.216009 -1.113077 0.050368  -0.122
N: 1.176585 -0.184451 0.005669  0.037
H: 1.238107 1.872752 -0.219937  0.144
H: -1.731292 1.481995 0.289243  0.156

Cartesian forces, eV/Å:
C 0.6 4.7 -0.7
C -4.4 -0.7 0.2
N 4.5 1.7 1.7
O -1.8 -0.5 -1.1
N -0.1 -2.5 0.1
H -1.3 -1.6 0.9
H 2.6 -1.1 -1.2

Results
multiplicity	1
HOMO-LUMO gap	11.6	eV
electronic energy	-262.03904	Eh
LUMO level	0.011	hartree
relative energy (zero: lowest compared OMol25 entry of this formula, charge and spin)	327.87	kJ/mol
max |F|	5.06	eV Å⁻¹
structure (SMILES)	c1cnon1

***

Q: Which value of multiplicity does entry 3 give?
A: 1

***

Q: The highest electronic energy belongs to which entry?
A: C6H6

***

Q: Look up the max |F| of the third one.
A: 3.74 eV Å⁻¹